[1]
This record from the Open Molecules 2025 dataset describes C16H37N2O7PPdS as an isolated structure. The level of theory is ωB97M-V/def2-TZVPD.

Geometry as XYZ:
```
65
Properties=species:S:1:pos:R:3:lowdin_charge:R:1
Pd -0.068 0.378 -0.308 0.883
S -1.667 -2.322 1.161 0.855
P 1.686 0.513 0.929 0.541
O 0.228 -1.295 -1.742 -0.047
O -1.713 0.405 -1.601 -0.253
O -1.038 2.307 0.012 -0.045
O 2.724 1.469 0.269 -0.216
O 2.237 -0.930 1.083 -0.238
O 1.409 1.072 2.343 -0.194
O -1.370 -0.830 1.231 -0.601
N -3.085 3.264 0.074 -0.112
N -0.799 -2.676 -3.207 -0.116
C 3.457 -1.234 1.877 -0.199
C 4.704 1.283 -1.115 -0.051
C 1.083 2.495 2.606 -0.212
C 2.262 3.162 3.252 -0.052
C 4.165 -2.383 1.220 -0.054
C -2.737 -2.642 2.544 -0.239
C -1.973 -3.028 -4.008 -0.004
C -2.241 2.332 -0.332 -0.380
C -4.480 3.293 -0.373 -0.003
C -2.791 1.266 -1.274 -0.069
C -0.759 -1.595 -2.445 -0.399
C 3.202 1.275 -1.118 -0.217
C -1.994 -0.696 -2.449 -0.071
C 0.327 -3.610 -3.232 0.008
C -0.209 -3.147 1.759 -0.242
C -2.652 4.324 0.985 0.014
H 3.102 -1.465 2.879 0.128
H -2.871 -1.246 -2.095 0.151
H 0.570 -3.025 1.010 0.041
H -2.754 -3.479 -3.395 0.108
H 0.725 -3.671 -4.243 0.108
H 4.443 -2.139 0.195 0.082
H 4.068 -0.333 1.914 0.120
H 3.125 3.174 2.586 0.082
H -1.662 -3.751 -4.758 0.105
H 1.999 4.196 3.483 0.095
H -3.182 1.726 -2.186 0.150
H 3.550 -3.282 1.217 0.083
H -2.888 -3.718 2.628 0.071
H -5.043 2.448 0.025 0.106
H 5.078 -2.601 1.774 0.098
H 0.211 2.445 3.253 0.129
H -3.688 -2.154 2.347 0.062
H 1.097 -3.262 -2.553 0.087
H -4.551 3.313 -1.460 0.101
H 5.093 2.216 -0.710 0.093
H -2.277 -2.237 3.444 0.073
H -0.432 -4.204 1.901 0.072
H -2.368 -2.162 -4.535 0.095
H -3.278 4.307 1.876 0.108
H -2.200 -0.330 -3.458 0.149
H 0.794 2.955 1.661 0.096
H 5.059 1.185 -2.142 0.096
H 5.108 0.452 -0.538 0.076
H -1.616 4.164 1.260 0.080
H -2.753 5.290 0.492 0.110
H 2.532 2.667 4.183 0.092
H 2.775 2.102 -1.680 0.125
H 2.792 0.337 -1.497 0.105
H -0.016 -4.599 -2.925 0.107
H -4.932 4.206 0.002 0.104
H -3.598 0.705 -0.794 0.151
H 0.083 -2.678 2.699 0.074
```

Calculated values
energy	-58096.45482	eV
relative energy (zero: lowest compared OMol25 entry of this formula, charge and spin)	27.7	kJ/mol
gap between HOMO and LUMO (spin up / spin down)	8.03 / 8.03	eV
lowest unoccupied orbital energy (spin up / spin down)	-6.43 / -6.43	eV
M	538.9	g mol⁻¹
total charge	+2
F_max	0.8	eV Å⁻¹
2S+1	1

***

[2]
This record from the Open Molecules 2025 dataset describes C25H45NP2SeTi as an isolated structure in a non-equilibrium geometry. The level of theory is ωB97M-V/def2-TZVPD.

Geometry as XYZ:
```
75
Properties=species:S:1:pos:R:3:lowdin_charge:R:1
Se 1.573 -0.266 3.937 0.690
Ti -0.151 -0.043 -0.647 0.786
P 1.325 2.380 -0.298 0.847
P -2.227 -0.176 1.444 0.826
N 0.460 0.333 1.292 -0.169
C -1.512 -3.253 -0.455 -0.031
C -2.807 0.377 -3.470 -0.159
C -0.272 2.277 -3.501 -0.108
C 0.875 -3.135 1.605 -0.012
C -1.456 3.197 -3.374 -0.170
C 0.164 -1.837 -1.839 -0.332
C 0.030 3.689 -0.218 -0.237
C 1.450 -1.234 -1.583 -0.314
C 0.785 -2.347 0.344 -0.206
C 1.823 -1.578 -0.234 -0.232
C -0.449 -2.046 -3.168 -0.017
C -3.943 -0.474 0.898 -0.261
C -2.379 2.882 -2.193 -0.185
C 2.323 2.739 1.203 -0.250
C -0.399 1.072 -4.062 -0.117
C 2.331 -0.645 -2.624 -0.021
C -2.035 -1.337 2.849 -0.232
C 3.190 -1.396 0.338 -0.009
C -2.324 0.401 -2.025 -0.153
C -1.738 0.595 -4.556 -0.178
C -0.292 -2.422 -0.595 -0.267
C 2.550 2.748 -1.592 -0.266
C 0.860 0.231 2.428 -0.943
C -2.257 1.441 2.328 -0.240
C -2.062 1.606 -1.433 -0.165
H -1.276 1.658 2.764 0.032
H -0.207 -3.029 -3.603 0.113
H -1.105 -1.156 3.405 0.001
H -0.069 -1.292 -3.860 0.055
H -2.495 2.255 1.633 0.031
H 2.815 3.720 1.140 0.062
H -4.631 -0.390 1.751 0.056
H 1.696 2.694 2.101 0.034
H 1.642 -3.926 1.534 0.111
H -0.663 3.480 0.619 0.047
H -1.620 -0.326 -5.135 0.110
H 3.422 2.105 -1.431 0.048
H 1.801 0.107 -3.218 0.046
H -2.358 -2.884 -1.048 0.078
H 2.707 -1.396 -3.339 0.111
H -1.537 -1.977 -3.089 0.073
H 3.903 -2.176 0.024 0.107
H -4.017 -1.478 0.454 0.045
H -3.391 2.853 -2.638 0.123
H -4.211 0.235 0.106 0.038
H 0.471 4.676 -0.043 0.063
H -1.842 -3.292 0.590 0.059
H 1.156 -2.502 2.460 0.019
H 3.086 1.956 1.309 0.048
H -1.121 4.243 -3.322 0.123
H -1.319 -4.293 -0.763 0.109
H -2.010 -2.368 2.481 0.028
H 3.641 -0.442 0.052 0.074
H -3.316 -0.590 -3.665 0.121
H 3.147 -1.402 1.436 0.065
H -3.595 1.137 -3.664 0.120
H 2.141 2.462 -2.561 -0.002
H 3.207 -0.173 -2.153 0.078
H -0.064 -3.628 1.867 0.074
H -1.914 1.722 -0.342 0.046
H -0.575 3.672 -1.134 -0.006
H -2.892 -1.198 3.519 0.059
H 2.841 3.803 -1.607 0.061
H -3.000 1.402 3.133 0.059
H -2.075 3.180 -4.287 0.119
H 0.473 0.522 -4.424 0.098
H -2.191 1.304 -5.271 0.122
H -2.411 3.741 -1.509 0.109
H 0.701 2.739 -3.333 0.079
H -2.544 -0.513 -1.429 0.081
```

Calculated values
energy	-135178.20019	eV
<S²>	0.760
gap between HOMO and LUMO (spin up / spin down)	7.16 / 7.27	eV
lowest unoccupied orbital energy (spin up / spin down)	-3.07 / -3.03	eV
M	548.4	g mol⁻¹
total charge	+1
F_max	4.0	eV Å⁻¹
2S+1	2

***

[3]
This record from the Open Molecules 2025 dataset describes C4H9NOS in the gas phase in a non-equilibrium geometry. The level of theory is ωB97M-V/def2-TZVPD.

Geometry as XYZ:
```
16
Properties=species:S:1:pos:R:3:lowdin_charge:R:1
S 1.279 0.089 0.644 0.861
O 1.456 0.162 2.076 -0.427
N 2.338 1.527 -0.165 -0.141
C -0.217 -0.469 0.083 -0.479
C -2.700 -0.630 0.365 -0.008
C -0.104 -0.458 -1.484 -0.098
C -1.470 -0.184 0.752 -0.226
H -2.983 -1.300 -0.449 0.055
H 0.906 -0.755 -1.712 0.051
H -3.426 -0.378 1.166 0.055
H 3.310 1.241 -0.250 0.005
H 2.256 2.364 0.429 0.021
H -1.034 -0.999 -1.714 0.072
H -1.432 0.142 1.796 0.101
H 2.165 -0.918 0.189 0.088
H -0.347 0.566 -1.726 0.072
```

Calculated values
energy	-18661.59487	eV
relative energy (zero: lowest compared OMol25 entry of this formula, charge and spin)	572.3	kJ/mol
gap between HOMO and LUMO (spin up / spin down)	8.01 / 8.01	eV
lowest unoccupied orbital energy (spin up / spin down)	0.29 / 0.29	eV
M	119.2	g mol⁻¹
SMILES string	C=CC(C)=[S@@H](N)=O
total charge	0
F_max	3.6	eV Å⁻¹
2S+1	1

***

[4]
This record from the Open Molecules 2025 dataset describes C7H13NO4 in the gas phase in a non-equilibrium geometry. The level of theory is ωB97M-V/def2-TZVPD.

Geometry as XYZ:
```
25
Properties=species:S:1:pos:R:3:lowdin_charge:R:1
O -2.489 1.277 1.499 -0.075
O 0.582 -0.419 -0.984 -0.060
O 0.033 1.497 2.071 0.007
O 2.700 0.142 -0.027 -0.056
N -2.606 0.170 0.882 -0.306
C 0.651 0.655 1.181 -0.356
C -3.855 -0.587 1.145 0.028
C 2.578 -0.828 -2.195 -0.033
C -0.148 0.492 -0.175 -0.118
C 1.897 0.081 -1.226 -0.401
C -1.643 -0.408 0.195 0.114
C 2.133 0.933 0.956 -0.186
H -1.539 -1.418 -0.028 0.096
H -0.889 1.225 2.033 0.029
H 2.693 0.934 1.918 0.141
H 1.918 1.058 -1.692 0.155
H 0.756 -0.343 1.594 0.150
H -4.466 -0.283 0.358 0.075
H 2.368 2.027 0.823 0.139
H 3.616 -0.699 -2.544 0.082
H -0.534 1.441 -0.637 0.164
H -4.375 -0.469 2.049 0.083
H 2.751 -1.889 -1.707 0.120
H -3.625 -1.652 0.932 0.105
H 1.968 -1.173 -3.095 0.103
```

Calculated values
energy	-17145.03636	eV
relative energy (zero: lowest compared OMol25 entry of this formula, charge and spin)	446.1	kJ/mol
gap between HOMO and LUMO	9.71	eV
lowest unoccupied orbital energy	0.52	eV
M	175.2	g mol⁻¹
SMILES string	C[C@@H]1OC[C@@H](O)[C@H](/C=[N+](/C)[O-])O1
total charge	0
F_max	5.3	eV Å⁻¹
2S+1	1

***

[5]
This record from the Open Molecules 2025 dataset describes an isolated ion of composition C4H9N and charge +1 in a non-equilibrium geometry. The level of theory is ωB97M-V/def2-TZVPD.

Geometry as XYZ:
```
14
Properties=species:S:1:pos:R:3:lowdin_charge:R:1
N -1.139 -1.971 0.086 -0.002
C -0.977 -0.839 1.013 -0.210
C 0.254 0.616 -0.595 -0.003
C 1.133 1.732 -0.987 -0.044
C 0.310 0.091 0.713 0.137
H 1.050 0.364 1.539 0.171
H -0.939 -1.211 2.051 0.128
H -1.247 -2.824 0.559 0.053
H 0.923 2.571 -0.269 0.137
H 0.983 2.128 -2.047 0.125
H 2.159 1.375 -0.996 0.112
H -0.530 0.322 -1.336 0.163
H -0.213 -2.165 -0.475 0.129
H -1.768 -0.188 0.744 0.103
```

Calculated values
energy	-5773.20497	eV
<S²>	0.752
relative energy (zero: lowest compared OMol25 entry of this formula, charge and spin)	311.9	kJ/mol
gap between HOMO and LUMO (spin up / spin down)	8.83 / 5.47	eV
lowest unoccupied orbital energy (spin up / spin down)	-5.39 / -8.71	eV
M	71.1	g mol⁻¹
total charge	+1
F_max	4.4	eV Å⁻¹
2S+1	2

***

[6]
This record from the Open Molecules 2025 dataset describes a 2-piece molecular cluster, C9H18ClF2N3O4S2 overall in a non-equilibrium geometry. The level of theory is ωB97M-V/def2-TZVPD.

Geometry as XYZ:
```
39
Properties=species:S:1:pos:R:3:lowdin_charge:R:1
Cl -1.871 2.623 0.149 0.552
S -1.720 -3.353 1.054 0.518
S -2.947 -5.362 2.155 0.524
F -2.606 -6.327 3.387 -0.202
F -1.779 -4.242 -0.269 -0.191
O -2.992 -6.334 1.068 -0.305
O -2.893 -2.499 0.914 -0.306
O -0.448 -2.657 0.869 -0.355
O -4.233 -4.829 2.590 -0.302
N 3.025 0.116 0.465 -0.083
N -1.701 -4.407 2.221 -0.301
N 1.366 2.256 -0.728 -0.116
C 1.086 4.805 -0.261 0.051
C -2.487 0.056 -1.611 -0.144
C 2.715 -0.024 -1.039 -0.154
C -1.035 -0.023 -0.851 -0.241
C -0.804 1.112 0.306 -0.551
C 0.795 1.570 0.482 -0.249
C 2.334 1.474 -1.565 -0.142
C 1.662 0.323 1.086 -0.158
C 2.018 3.621 -0.422 -0.085
H 3.323 2.115 -1.740 0.143
H -2.823 -1.039 -1.936 0.100
H 1.859 1.345 -2.649 0.155
H 3.762 -0.316 -1.531 0.147
H 1.816 0.467 2.248 0.148
H -0.125 0.024 -1.586 0.092
H 3.636 0.973 0.627 0.117
H 1.042 -0.691 0.976 0.131
H 0.761 2.395 1.345 0.156
H -1.083 0.596 1.345 0.150
H 1.194 5.466 0.723 0.103
H 1.867 -0.798 -1.262 0.135
H -1.006 -1.082 -0.302 0.085
H 0.542 2.501 -1.357 0.172
H 3.174 3.792 -0.343 0.141
H -3.369 0.450 -0.910 0.085
H -2.360 0.776 -2.546 0.078
H 0.305 5.127 -1.101 0.102
```

Calculated values
energy	-61903.96777	eV
relative energy (zero: lowest compared OMol25 entry of this formula, charge and spin)	473.1	kJ/mol
gap between HOMO and LUMO	6.25	eV
lowest unoccupied orbital energy	-2.68	eV
M	369.8	g mol⁻¹
total charge	0
F_max	5.6	eV Å⁻¹
2S+1	1

***

[7]
This record from the Open Molecules 2025 dataset describes C2H2S2 in the gas phase in a non-equilibrium geometry. The level of theory is ωB97M-V/def2-TZVPD.

Geometry as XYZ:
```
6
Properties=species:S:1:pos:R:3:lowdin_charge:R:1
S -1.144 1.347 1.333 0.163
S 3.101 -0.459 0.879 0.929
C 1.619 -0.202 0.548 -0.609
C 0.289 0.160 0.369 -0.596
H 0.148 0.686 -0.573 0.056
H -0.369 -0.711 0.426 0.057
```

Calculated values
energy	-23772.75997	eV
relative energy (zero: lowest compared OMol25 entry of this formula, charge and spin)	275.4	kJ/mol
gap between HOMO and LUMO	5.80	eV
lowest unoccupied orbital energy	-2.02	eV
M	90.2	g mol⁻¹
total charge	0
F_max	1.7	eV Å⁻¹
2S+1	1

***

[8]
This record from the Open Molecules 2025 dataset describes C13H12Br4NO6PdSbSe4 as an isolated structure in a non-equilibrium geometry. The level of theory is ωB97M-V/def2-TZVPD.

Geometry as XYZ:
```
42
Properties=species:S:1:pos:R:3:lowdin_charge:R:1
Sb 2.811 -3.190 1.593 0.001
Pd -1.022 -1.129 0.419 0.607
Br -6.895 1.754 -2.637 0.612
Br -5.504 -1.283 -2.527 0.689
Br -2.831 3.583 0.975 0.688
Br -5.484 4.230 -0.978 0.608
Se -1.038 -3.104 -0.471 0.405
Se 2.724 -5.292 2.791 -0.301
Se 0.623 -2.372 0.901 0.003
Se 5.279 -2.504 1.674 -0.405
O -1.035 -1.189 3.133 -0.128
O 1.189 0.832 0.002 -0.043
O -2.882 -2.099 2.226 0.081
O 0.272 -0.363 -1.669 -0.072
O -3.075 -1.285 -0.795 -0.258
O -1.967 0.745 0.690 -0.211
N 3.591 0.135 -0.447 0.065
C -3.642 2.217 -0.070 -0.648
C -4.768 2.469 -0.858 -0.780
C -3.030 0.959 -0.017 -0.417
C -1.821 -1.571 2.122 -0.646
C -5.345 1.438 -1.580 -0.780
C -4.785 0.159 -1.526 -0.652
C 1.228 0.171 -1.058 -0.713
C 3.097 0.949 -2.650 -0.120
C 2.666 -0.076 -1.597 -0.177
C 4.472 1.300 -0.713 -0.119
C 3.779 2.055 -1.840 -0.158
C -3.622 -0.121 -0.792 -0.436
C -1.535 -1.431 4.450 -0.046
H -2.085 -2.371 4.470 0.090
H -2.196 -0.617 4.751 0.095
H 2.244 1.312 -3.221 0.126
H -0.659 -1.479 5.091 0.090
H 2.978 0.301 0.370 0.144
H 4.197 -0.685 -0.214 0.057
H 4.484 2.627 -2.442 0.107
H 4.589 1.887 0.194 0.128
H 3.805 0.493 -3.345 0.112
H 3.028 2.735 -1.438 0.118
H 5.450 0.914 -1.004 0.126
H 2.714 -1.102 -1.959 0.156
```

Calculated values
energy	-579022.36368	eV
relative energy (zero: lowest compared OMol25 entry of this formula, charge and spin)	286.4	kJ/mol
gap between HOMO and LUMO (spin up / spin down)	4.76 / 4.85	eV
lowest unoccupied orbital energy (spin up / spin down)	3.12 / 3.19	eV
M	1141.9	g mol⁻¹
total charge	-2
F_max	10.1	eV Å⁻¹
2S+1	1